one:
Formula: C2H14O6
Source: OMol25
Level of theory: ωB97M-V with the def2-TZVPD basis set

HOMO = -9.35 eV
multiplicity = 1
SMILES string = C=CO.O.O.O.O.O

Element x y z (Å)
1 O -1.4082 -1.8040 0.3783
2 H 1.4092 0.9794 0.9401
3 H -1.4156 1.2024 0.0267
4 H 0.0077 -0.4356 1.7599
5 H 1.1134 1.2328 -1.6308
6 C -1.3459 -3.5301 -1.1763
7 H -2.4367 -1.5794 -0.0073
8 O -0.5871 -0.0004 2.3999
9 H 3.4908 2.7076 0.0003
10 C -1.1145 -3.0839 0.0478
11 O -2.0660 0.9083 -0.6275
12 H -0.3387 -3.5199 0.6433
13 H -2.0299 -3.0346 -1.8824
14 H 0.1803 1.9641 0.7658
15 H 1.9858 0.8900 -2.8262
16 O 0.7029 1.3242 0.2846
17 H -1.7887 1.4847 -1.4394
18 H -1.1576 -4.4412 -1.6656
19 O 3.0034 3.3453 0.5274
20 H -1.3602 -0.3913 2.2182
21 O 2.1848 1.1823 -1.8756
22 H 2.4658 2.9801 1.1724

Mulliken population analysis, charges in e, atoms 1 to 2: -0.488 0.271

***

two:
Formula: C2H14O6
Source: OMol25
Level of theory: ωB97M-V with the def2-TZVPD basis set

HOMO = -9.13 eV
multiplicity = 1
SMILES string = C=CO.O.O.O.O.O

Element x y z (Å)
1 H 0.2875 -2.6598 -0.7492
2 H 1.2900 -0.3350 0.3352
3 H -1.0360 0.4634 2.8276
4 H 2.4786 -0.1902 1.2549
5 O -0.8916 0.0945 1.9597
6 H 1.8851 3.6000 -1.3309
7 H -1.7591 -1.0371 0.9226
8 C 0.6319 2.0308 -1.1041
9 H 2.4118 2.2896 -0.0119
10 H -0.5082 0.4665 -1.0549
11 H 0.0931 0.0505 1.8325
12 C 1.7577 2.6822 -0.7731
13 O -2.2011 -1.7367 0.4222
14 H -0.1100 2.4823 -1.7538
15 O 0.8328 -3.0136 -0.0449
16 H 0.9879 -2.3075 0.5883
17 H -2.4252 0.5614 -1.4402
18 O 0.3950 0.7509 -0.7267
19 O 1.6118 -0.6105 1.2284
20 H -2.1809 -0.8645 -1.1276
21 O -1.8729 -0.1674 -1.7678
22 H -1.6781 -2.5497 0.5140

Mulliken population analysis, charges in e, atoms 1 to 2: 0.305 0.442

***

Most stable: two

***

one:
Formula: C3H4NO
Source: OMol25
Level of theory: ωB97M-V with the def2-TZVPD basis set

charge = -1
HOMO = -3.31 eV
multiplicity = 1

Element x y z (Å)
1 H -0.8918 0.0103 2.3326
2 H 1.6883 1.1315 -1.4654
3 H -0.1976 0.8416 -1.6009
4 O -1.5526 -0.5275 1.8104
5 C 0.7627 0.6420 -1.0225
6 N 1.5212 -1.1369 0.6513
7 C 0.6761 -0.3005 -0.1283
8 H -0.4475 -2.1699 0.6676
9 C 0.1791 -1.2948 0.6932

Mulliken population analysis, charges in e, atoms 1 to 2: 0.203 0.240

***

two:
Formula: C3H4NO
Source: OMol25
Level of theory: ωB97M-V with the def2-TZVPD basis set

charge = -1
HOMO = -1.14 eV
multiplicity = 1
SMILES string = CC#CN[O-]

Element x y z (Å)
1 H -2.5949 -0.4991 0.5546
2 O 3.0474 -0.4858 -0.2004
3 H -2.1923 0.7289 -0.6341
4 C -0.3952 -0.0866 0.0811
5 C -1.7814 -0.2675 -0.2479
6 N 2.1917 0.4791 0.2826
7 H -1.6383 -1.0168 -1.0954
8 C 0.8019 0.1882 0.1902
9 H 2.5610 0.9597 1.0691

Mulliken population analysis, charges in e, atoms 1 to 2: 0.211 -0.818

***

Most stable: one

***

one:
Formula: C27H27CrN9O3S5
Source: OMol25
Level of theory: ωB97M-V with the def2-TZVPD basis set

charge = +1
HOMO (alpha / beta) = -9.84 / -9.84 eV
multiplicity = 4

Element x y z (Å)
1 C -5.6912 1.1814 -1.0981
2 S 1.3123 -2.1559 0.9211
3 H 0.8065 -3.2859 4.2539
4 H -1.1536 -2.4733 3.5493
5 N -1.5259 -1.2878 1.8947
6 C 0.1141 3.6984 -0.1401
7 H -0.2873 2.5337 -2.7144
8 C 5.5747 2.4707 0.6993
9 C 4.1603 0.8336 1.7640
10 Cr -0.1194 -1.7170 -1.0491
11 S 1.9300 -1.6812 -2.2621
12 C 0.1998 2.3199 0.0724
13 N 3.8540 1.2578 -0.5972
14 C 2.7144 -0.2081 -1.7879
15 H -1.1461 0.9809 -2.8186
16 C -3.8139 -0.7864 -1.6765
17 H -5.2345 -1.5439 -3.0883
18 H -1.9712 -0.5682 2.4470
19 H 6.9861 3.4432 1.9737
20 H 3.3857 0.0832 1.6804
21 N -6.5976 2.1700 -0.8493
22 C -0.2757 1.3680 -0.9239
23 C 0.7745 1.8333 1.2549
24 N -2.1034 -2.6120 -0.6676
25 H 1.5042 -4.5488 -2.0786
26 H -7.5215 2.0950 -1.2333
27 C -1.4897 -3.8516 -0.9500
28 C -3.5344 0.1695 -0.7047
29 H 0.8354 0.7615 1.4018
30 H -2.2176 -1.8536 1.4133
31 C 4.7854 1.0824 2.9743
32 C 0.4899 -4.7314 -1.7463
33 N -2.0950 -5.0145 -0.8469
34 H 1.7256 2.3419 3.1039
35 H 4.4865 0.5274 3.8555
36 N 3.3325 -0.0096 -0.6871
37 H -2.5889 0.1461 -0.1741
38 O -1.4261 -1.3804 -2.6406
39 H 1.5952 4.7759 2.6991
40 N -0.2152 -3.6735 -1.3442
41 C 4.5436 1.5443 0.6281
42 C 0.5998 4.5751 0.8127
43 H -4.2520 1.8847 0.3482
44 S 3.9295 3.7116 -1.8443
45 O -0.1547 0.1549 -0.6905
46 S -2.6559 -2.0197 -2.0836
47 H 0.4638 -6.8541 -2.0454
48 H -6.8998 0.2242 -2.5990
49 C 1.1850 4.0856 1.9718
50 H -1.8870 -7.0323 -1.1554
51 H -1.8651 2.3502 -1.9405
52 N -0.7370 -2.0729 2.7231
53 H 0.5384 5.6422 0.6435
54 H 5.9149 2.9850 -0.1832
55 C -5.0295 -0.7773 -2.3518
56 S 2.7333 1.1921 -2.8446
57 C -5.9543 0.2026 -2.0705
58 C 0.5016 -2.4586 2.3887
59 C -1.3832 -6.0751 -1.2337
60 C -0.9323 1.8334 -2.1828
61 C -4.4643 1.1417 -0.4128
62 H -6.4910 2.7599 -0.0450
63 N 1.1652 -3.1469 3.3241
64 H -0.3172 4.0853 -1.0551
65 H 2.1024 -3.4463 3.1182
66 C 6.1864 2.7154 1.9218
67 H 6.2770 2.2299 4.0108
68 C 3.6113 2.1076 -1.6475
69 C -0.0834 -5.9825 -1.7175
70 C 1.2683 2.7136 2.1964
71 O -3.2647 -2.9986 -2.9265
72 C 5.7920 2.0341 3.0625

Mulliken population analysis, charges in e, atoms 1 to 2: 1.060 -0.500

***

two:
Formula: C27H27CrN9O3S5
Source: OMol25
Level of theory: ωB97M-V with the def2-TZVPD basis set

charge = +1
HOMO (alpha / beta) = -10.05 / -10.05 eV
multiplicity = 4

Element x y z (Å)
1 H -6.1680 -2.7587 -0.8480
2 O -0.7445 0.1914 -0.1969
3 C -0.7249 -2.8351 -2.4296
4 C -4.4954 1.8261 0.4272
5 S 0.3743 -1.5024 -2.7511
6 N -1.9794 -2.3468 -2.5939
7 Cr 0.5516 1.3073 -1.1353
8 C 4.7781 1.0272 2.7124
9 H 0.4662 2.9397 1.4498
10 N -0.3468 2.7693 0.8513
11 N -0.8081 3.9987 0.3633
12 C 4.4836 1.4464 -2.9715
13 N 4.3389 1.2379 -0.5749
14 O 2.4431 2.6192 1.9137
15 H -2.5532 -4.7636 -3.5557
16 H 4.6222 -2.8221 3.0121
17 C -5.1878 1.4184 1.5613
18 S -0.7567 1.3067 -3.0510
19 H -0.5642 -2.2939 0.2109
20 H 4.8099 2.1031 2.6165
21 O 1.0180 0.6519 2.3347
22 C 3.6234 0.3416 2.3596
23 H -1.0796 2.3306 1.3977
24 C -0.9807 -0.4282 -2.9172
25 S 2.2317 1.1963 1.7659
26 H -0.4049 -1.6285 1.8327
27 N -0.5685 5.7172 -1.1332
28 H 7.7561 -1.2728 4.0215
29 N 2.0832 0.8275 0.1844
30 C 4.6641 -1.7446 2.9256
31 S -0.2106 -4.3263 -1.9733
32 C -0.2394 4.4922 -0.7274
33 C -3.1873 -3.0826 -2.3877
34 H -4.6523 -6.0087 -3.1808
35 C -2.7928 0.1976 0.9077
36 S 0.9355 3.6138 -1.5989
37 H -6.4566 -5.0142 -1.8163
38 H 6.1077 1.5339 -1.5631
39 H -4.0633 -1.5104 -1.2264
40 C -1.5164 -0.4325 0.5330
41 C -3.2921 1.2260 0.1013
42 H -0.1491 6.0814 -1.9714
43 H 6.7693 0.8685 3.4635
44 N 2.4062 1.1627 -1.9463
45 H 2.6671 -1.5748 2.1960
46 H -1.4990 4.5181 0.8855
47 C -5.3742 -3.2042 -1.4320
48 C 3.5710 -1.0458 2.4676
49 C 5.0388 1.4095 -1.6916
50 C -3.3421 -4.3377 -2.9555
51 H -6.1289 1.8885 1.8139
52 H 5.0979 1.5744 -3.8481
53 C -1.1081 -1.7882 1.0096
54 C -4.5241 -5.0293 -2.7415
55 H 2.5514 1.4066 -3.9862
56 C 5.8357 -1.0630 3.2942
57 H -3.1157 -1.0146 2.6594
58 H -2.7482 1.5126 -0.7920
59 C -4.1968 -2.5037 -1.6326
60 N -2.1260 -0.9999 -2.8223
61 C 5.8726 0.3339 3.1804
62 C -5.5375 -4.4687 -1.9790
63 C 3.0363 1.0844 -0.7504
64 H -1.1539 6.3274 -0.5872
65 H -4.9062 2.5983 -0.2089
66 H 6.8983 -2.7478 3.8338
67 N 6.9141 -1.7485 3.7586
68 C -4.6927 0.4024 2.3668
69 H -1.9391 -2.4006 1.3465
70 H -5.2385 0.0903 3.2458
71 C 3.1087 1.3417 -3.0597
72 C -3.5016 -0.2229 2.0325

Mulliken population analysis, charges in e, atoms 1 to 2: 0.392 0.356

***

Most stable: two

***

one:
Formula: C3H10NOS
Source: OMol25
Level of theory: ωB97M-V with the def2-TZVPD basis set

HOMO (alpha / beta) = -9.15 / -9.21 eV
multiplicity = 2

Element x y z (Å)
1 C 0.3862 1.4338 1.4201
2 H -0.2632 1.9809 2.1020
3 H 1.3883 1.8523 1.5030
4 H -0.0544 1.5812 0.4478
5 H -0.1366 -1.6093 -2.5269
6 H -1.7413 -1.7283 -2.2043
7 C -0.8624 0.0987 -1.6081
8 H -0.3008 -0.6717 1.2897
9 C 0.4999 -0.0623 1.6920
10 H 1.7031 -1.9067 0.7464
11 H 0.6420 -0.2745 2.7452
12 H 0.1701 -0.0128 -1.2152
13 H -0.8950 0.9211 -2.3260
14 N -1.0076 -1.0943 -2.4952
15 S 2.1058 -0.6340 0.9658
16 O -1.6340 0.1261 -0.5361

Mulliken population analysis, charges in e, atoms 1 to 2: -0.935 0.290

***

two:
Formula: C3H10NOS
Source: OMol25
Level of theory: ωB97M-V with the def2-TZVPD basis set

HOMO (alpha / beta) = -9.36 / -9.30 eV
multiplicity = 2

Element x y z (Å)
1 H 2.8551 -0.2368 -0.0883
2 S -1.3638 0.0156 0.5116
3 H 1.5317 0.6746 0.6427
4 O 1.2426 -1.3191 0.4858
5 C -2.4431 -0.4904 1.8594
6 H -3.3228 0.1589 1.9591
7 H 0.4226 1.8705 -2.4881
8 H -1.9297 -0.4839 2.8212
9 H -2.9202 -1.4486 1.6686
10 C 1.1390 0.1183 -1.4776
11 H 0.2987 -0.5953 -1.6704
12 C 1.7487 -0.1504 -0.0608
13 H -0.1440 1.5485 -0.9801
14 H 0.2466 -1.2050 0.6301
15 N 0.7160 1.5694 -1.5504
16 H 1.9224 -0.0261 -2.2630

Mulliken population analysis, charges in e, atoms 1 to 2: 0.284 -0.115

***

Most stable: two